Record 1
Formula: C21H43AlO16
Source: OMol25
Level of theory: ωB97M-V with the def2-TZVPD basis set

**Energy relative to the best compared isomer or geometry (same formula, charge and spin)**: 371.2 kJ/mol
**Multiplicity**: 1
**Total charge**: +2

Last column: Löwdin charge in e.
Geometry (Å):
1 Al -0.43306 -2.21268 0.12384  0.691
2 C 0.65682 0.81097 1.07640  -0.213
3 O 0.20603 -0.45970 0.74931  -0.249
4 H 1.60436 1.09381 0.61785  0.027
5 H -0.06459 1.58355 0.81036  0.036
6 H 0.73622 0.94120 2.15568  0.086
7 C 0.17957 0.24778 4.45185  -0.065
8 C 0.62312 -1.15898 4.65331  -0.189
9 O -0.43289 -2.14524 4.49170  0.064
10 C -0.60284 -2.77365 3.19408  -0.354
11 O 0.06486 -2.53022 2.14140  0.114
12 O -1.51361 -3.68297 3.35351  0.085
13 C -1.96599 -4.58054 2.30543  0.022
14 H -0.66491 0.47642 5.10200  0.094
15 H -0.10463 0.57395 3.45139  0.048
16 H 0.96716 0.93036 4.77104  0.103
17 H 1.09795 -1.24827 5.63038  0.141
18 H 1.40506 -1.32217 3.91167  0.123
19 H -1.45399 -5.54262 2.28688  0.119
20 H -1.96651 -4.32549 1.24569  0.065
21 H -3.00091 -4.85013 2.51607  0.121
22 C -2.84694 2.51912 0.51315  -0.029
23 C -1.72169 2.01467 -0.19831  -0.288
24 O -2.21964 1.06022 -1.10749  0.103
25 C -2.44727 -0.19437 -0.89173  -0.444
26 O -1.76595 -0.87459 -0.11910  0.126
27 O -3.61183 -0.64862 -1.43214  0.067
28 C -3.92531 -2.00233 -1.63871  -0.016
29 H -3.17238 2.07158 1.45224  0.112
30 H -3.61975 2.88115 -0.16494  0.126
31 H -2.37208 3.45489 0.80802  0.037
32 H -0.95128 1.53980 0.40922  0.058
33 H -1.36492 2.83217 -0.82481  0.136
34 H -5.00638 -2.10152 -1.73653  0.123
35 H -3.64097 -2.64755 -0.80749  0.082
36 H -3.36583 -2.43020 -2.47059  0.092
37 C 1.78698 -3.91732 -4.08131  -0.018
38 C 1.69041 -3.56071 -2.56755  -0.202
39 O 2.68318 -2.63071 -2.24259  0.077
40 C 2.44396 -1.75967 -1.20130  -0.396
41 O 1.41474 -1.80610 -0.49416  0.102
42 O 3.41522 -0.90581 -1.13937  0.105
43 C 3.41111 0.13116 -0.20172  -0.080
44 H 2.29840 -3.11112 -4.60720  0.101
45 H 0.79183 -4.03425 -4.51039  0.049
46 H 2.39397 -4.78708 -4.33267  0.091
47 H 1.79616 -4.43004 -1.91856  0.140
48 H 0.73278 -3.05727 -2.43491  0.068
49 H 3.32093 -0.13944 0.85031  0.130
50 H 2.66039 0.91416 -0.30873  0.005
51 H 4.41440 0.55658 -0.22459  0.135
52 C 3.29169 2.75913 0.90032  -0.048
53 C 2.01653 3.48399 0.63681  -0.218
54 O 1.11048 3.72361 1.71776  0.054
55 C -0.15658 4.18470 1.46836  -0.392
56 O -0.83568 3.80720 0.50498  -0.005
57 O -0.64668 4.96625 2.52021  0.006
58 C -2.12438 4.99304 2.66664  0.012
59 H 3.98859 3.01428 0.10198  0.115
60 H 3.10481 1.69268 1.02629  0.028
61 H 3.91272 3.01044 1.76011  0.111
62 H 1.45730 2.96404 -0.14102  0.067
63 H 2.19171 4.39698 0.06773  0.150
64 H -2.23867 5.45441 3.64755  0.106
65 H -2.48859 3.96752 2.72790  0.080
66 H -2.64267 5.52105 1.86622  0.109
67 C 1.67379 1.58676 -1.95470  -0.015
68 C 0.26609 1.18293 -1.63371  -0.170
69 O -0.41452 0.46950 -2.69902  0.105
70 C -0.55105 -0.87792 -2.80227  -0.383
71 O -0.30617 -1.69038 -1.92019  0.077
72 O -0.86325 -1.07839 -4.12433  0.060
73 C -0.97831 -2.29721 -4.72352  -0.049
74 H 2.36946 0.75189 -2.03915  0.081
75 H 2.14460 2.26089 -1.23915  0.061
76 H 1.54519 2.08471 -2.91574  0.120
77 H -0.26773 2.12855 -1.53916  0.120
78 H 0.25882 0.72255 -0.64574  0.074
79 H -0.32162 -3.05630 -4.29851  0.052
80 H -1.07306 -2.20601 -5.80556  0.132
81 H -1.98230 -2.68311 -4.54698  0.099

***

Record 2
Formula: C21H43N16O15PS
Source: OMol25
Level of theory: ωB97M-V with the def2-TZVPD basis set

**Multiplicity**: 1
**Total charge**: 0
**Structure (SMILES)**: NC(=O)CC[C@@]1(COc2ccccc2)OC(=O)O[C@]1(N=C=O)P(O)(O)=S.NC(N)=O.NC(N)=O.NC(N)=O.NC(N)=O.NC(N)=O.NC(N)=O.NC(N)=O

Last column: Löwdin charge in e.
Geometry (Å):
1 N -3.32516 0.70188 3.65293  0.066
2 C -3.19376 -0.80751 3.72619  -0.285
3 O -4.19179 -1.57234 4.23473  -0.033
4 C -1.84933 -1.56882 3.15746  -0.098
5 C -2.11545 -2.01120 1.60207  -0.066
6 C -1.21974 -1.18554 0.48795  -0.231
7 C -1.89623 -1.48729 -0.97403  -0.110
8 O -3.33113 -1.19133 -1.07897  -0.145
9 C -3.61932 0.24847 -1.07035  -0.145
10 C -2.74861 1.43723 -1.78569  -0.015
11 C -3.11560 3.04970 -1.73857  -0.063
12 C -4.48106 3.50811 -0.95574  -0.074
13 C -5.45165 2.35113 -0.23689  -0.038
14 C -5.00961 0.73830 -0.28004  0.017
15 O -1.06402 0.25348 0.88503  -0.012
16 C 0.27871 0.65818 1.36634  -0.243
17 O 0.79242 1.85367 1.66522  0.064
18 O 0.94663 -0.66608 1.50810  -0.071
19 C 0.41620 -1.52301 0.39503  -0.379
20 N 0.86616 -2.90670 0.90999  0.150
21 C 0.35671 -3.90809 0.12244  -0.071
22 O -0.28397 -4.77167 -0.70341  0.022
23 P 1.40469 -0.81422 -1.09016  0.463
24 O 0.70601 0.60141 -1.82266  -0.274
25 O 2.96324 -0.28998 -0.41741  -0.258
26 S 1.81416 -2.09961 -2.48899  0.372
27 H -3.40449 0.96045 2.64341  0.098
28 H -2.45421 1.09078 4.08057  0.100
29 H -0.88976 -0.92686 3.34086  0.115
30 H -1.73196 -2.55810 3.80612  0.138
31 H -3.29192 -1.90224 1.42889  0.152
32 H -1.92268 -3.18866 1.55718  0.139
33 H -1.36652 -0.98115 -1.88605  0.123
34 H -1.78879 -2.66319 -1.15116  0.159
35 H -1.78640 1.13768 -2.38155  0.058
36 H -2.43668 3.87141 -2.25134  0.086
37 H -4.79668 4.64301 -0.88884  0.079
38 H -6.44589 2.72444 0.29501  0.084
39 H -5.71939 -0.05179 0.25144  0.102
40 H 0.80446 0.52223 -2.83358  0.049
41 H 2.86941 0.72014 -0.30470  0.097
42 N -6.36292 4.65816 3.69978  0.154
43 C -5.91018 3.39675 3.58333  -0.709
44 N -5.02356 3.03203 4.52701  0.151
45 O -6.27438 2.64421 2.69366  -0.009
46 H -6.07481 5.29270 4.42537  0.070
47 H -7.03215 4.97288 3.00954  0.105
48 H -4.65786 2.09010 4.47579  0.056
49 H -4.71152 3.63744 5.26732  0.099
50 N 6.70825 -0.21152 -4.55981  0.137
51 C 5.60407 -0.97839 -4.60849  -0.718
52 N 4.90047 -1.01810 -3.46262  0.150
53 O 5.26787 -1.58859 -5.61103  0.029
54 H 7.00140 0.29841 -3.74362  0.098
55 H 7.26660 -0.15409 -5.40141  0.121
56 H 4.06189 -1.58409 -3.45656  0.000
57 H 5.16127 -0.52265 -2.62688  0.092
58 N 1.92074 -7.20777 0.19656  0.156
59 C 3.25454 -7.32899 0.32290  -0.739
60 N 3.95818 -6.28833 -0.15830  0.159
61 O 3.78337 -8.30407 0.83284  0.028
62 H 1.46685 -6.41264 -0.22042  0.057
63 H 1.35389 -7.96923 0.54615  0.119
64 H 4.96580 -6.33952 -0.08289  0.116
65 H 3.54077 -5.47684 -0.58160  0.093
66 N 9.03700 -1.66407 -3.16143  0.155
67 C 10.14803 -1.04348 -3.59751  -0.720
68 N 11.29648 -1.67396 -3.29224  0.148
69 O 10.11660 0.00643 -4.21975  0.015
70 H 9.04272 -2.52898 -2.64760  0.102
71 H 8.15094 -1.22284 -3.37018  0.058
72 H 12.15637 -1.24017 -3.60210  0.112
73 H 11.34261 -2.53896 -2.78078  0.098
74 N -1.56140 2.00500 -5.40529  0.166
75 C -0.22760 1.88378 -5.27894  -0.696
76 N 0.47604 2.92444 -5.76014  0.162
77 O 0.30123 0.90870 -4.76901  0.007
78 H -2.01529 2.80013 -5.82227  0.105
79 H -2.12825 1.24354 -5.05569  0.112
80 H 1.48366 2.87325 -5.68473  0.118
81 H 0.05863 3.73593 -6.18344  0.103
82 N -7.78570 8.61836 3.43149  0.154
83 C -6.45190 8.49714 3.55783  -0.707
84 N -5.74825 9.53781 3.07663  0.153
85 O -5.92307 7.52207 4.06777  0.015
86 H -8.23959 9.41350 3.01451  0.100
87 H -8.35255 7.85691 3.78108  0.114
88 H -4.74064 9.48662 3.15204  0.115
89 H -6.16567 10.34930 2.65333  0.100
90 N 2.92764 -3.72240 4.14024  0.151
91 C 2.99527 -5.06593 4.14545  -0.719
92 N 2.46934 -5.65603 3.05695  0.159
93 O 3.49346 -5.69823 5.06332  0.028
94 H 2.52126 -3.18419 3.39370  0.078
95 H 3.31232 -3.23876 4.94116  0.111
96 H 2.49989 -6.66666 3.02099  0.106
97 H 2.05479 -5.15245 2.29112  0.062

***

For reference, HOMO level by record: -13.679 -8.492 eV.